Entry 1:
{"formula": "C19H21N4O2S4Sn", "method": "ωB97M-V/def2-TZVPD", "total_charge": 1, "orbital_gap_ha": 0.2953, "homo_ev": -10.23, "elements": ["Sn", "N", "C", "N", "N", "C", "N", "H", "H", "H", "H", "O", "S", "C", "C", "C", "C", "H", "H", "H", "H", "H", "H", "H", "H", "O", "C", "C", "C", "C", "C", "S", "C", "C", "C", "C", "S", "C", "C", "C", "C", "S", "H", "H", "H", "H", "H", "H", "H", "H", "H"], "positions_angstrom": [[-2.4639, 0.3337, -1.1920], [-3.5985, 1.9963, 4.2160], [-3.3333, 0.7017, 4.4417], [-3.4578, 0.2029, 5.6720], [-2.9479, -0.1222, 3.4978], [-2.8297, 0.0272, 2.2545], [-2.7230, -0.0155, 1.0923], [-3.9162, 2.6116, 4.9445], [-3.5174, 2.3658, 3.2841], [-3.7477, 0.7644, 6.4526], [-3.2495, -0.7711, 5.8170], [-1.5930, -1.8466, -1.4638], [-0.5592, -2.4937, -2.3634], [0.6215, -3.2605, -1.1872], [0.7150, -4.7246, -1.5737], [-0.7021, -5.1834, -1.9050], [-1.3055, -4.1214, -2.8119], [0.2009, -3.1024, -0.1948], [1.5710, -2.7344, -1.2628], [1.1437, -5.3125, -0.7635], [1.3617, -4.8323, -2.4459], [-1.2846, -5.2774, -0.9882], [-0.6915, -6.1564, -2.3963], [-2.3855, -4.0306, -2.7155], [-1.0456, -4.2874, -3.8573], [-0.7385, 1.3661, -1.1916], [0.6013, 1.5740, -0.8221], [0.9272, 3.0426, -0.9586], [1.7517, 3.8358, -0.2211], [1.8414, 5.1514, -0.7318], [1.0931, 5.3293, -1.8493], [0.2596, 3.8972, -2.3030], [0.8014, 1.1301, 0.5991], [0.3450, 1.7737, 1.7086], [0.6737, 1.1055, 2.9093], [1.3459, -0.0521, 2.6891], [1.5883, -0.3490, 1.0115], [1.5171, 0.8695, -1.7835], [2.8722, 0.7496, -1.7418], [3.4020, 0.1590, -2.9120], [2.4426, -0.1595, -3.8177], [0.8669, 0.2596, -3.2606], [2.2774, 3.5072, 0.6582], [2.4375, 5.9218, -0.2768], [0.9706, 6.2162, -2.4394], [-0.1888, 2.7069, 1.6585], [0.4395, 1.4933, 3.8850], [1.7332, -0.7428, 3.4116], [3.4797, 1.0770, -0.9174], [4.4551, 0.0066, -3.0665], [2.5433, -0.6003, -4.7890]], "atomic_forces_ev_per_a": [[0.741, -0.194, 0.005], [-0.041, 0.037, 0.115], [-0.015, 0.223, -0.393], [-0.017, 0.108, 0.156], [0.065, -0.733, 1.433], [0.040, 0.062, -1.676], [0.253, 0.262, 0.078], [0.005, 0.001, -0.025], [0.004, -0.009, 0.046], [0.022, -0.022, -0.006], [-0.016, 0.065, -0.046], [-0.791, 1.096, 0.606], [0.143, -1.199, 0.051], [0.141, 0.139, -0.387], [-0.057, -0.113, -0.006], [0.140, -0.093, 0.067], [0.246, 0.144, 0.037], [-0.166, 0.064, -0.049], [0.004, 0.107, 0.014], [0.089, 0.014, -0.005], [0.037, -0.071, -0.020], [-0.033, 0.023, 0.013], [-0.088, 0.009, 0.022], [0.012, 0.201, -0.067], [-0.017, 0.022, -0.022], [-0.750, -0.230, -0.330], [-0.052, -0.023, 0.350], [-0.421, 0.335, -0.101], [-0.146, -0.244, -0.038], [0.018, 0.186, -0.156], [-0.124, -0.211, -0.147], [0.221, 0.145, 0.355], [0.132, -0.224, 0.151], [0.091, -0.033, -0.178], [-0.072, -0.042, 0.060], [0.020, -0.283, -0.308], [-0.096, 0.416, 0.394], [-0.100, -0.434, -0.339], [-0.221, -0.045, -0.008], [0.040, -0.081, -0.127], [-0.480, 0.012, 0.027], [0.679, 0.378, 0.158], [0.052, -0.125, 0.123], [0.086, 0.177, 0.031], [0.008, 0.212, -0.067], [-0.017, 0.189, -0.033], [-0.010, -0.012, 0.216], [0.058, -0.145, 0.174], [0.060, 0.149, 0.158], [0.167, -0.095, -0.094], [0.154, -0.114, -0.207]]}

Entry 2:
{"formula": "C71H46O12", "method": "ωB97M-V/def2-TZVPD", "total_charge": 0, "orbital_gap_ha": 0.2675, "homo_ev": -8.79, "smiles": "CCOc1cccc2c1C(=O)C=C(C[C@H]1CO1)C2=O.O=C1c2ccccc2C(=O)c2ccccc21.O=C1c2ccccc2C(=O)c2ccccc21.O=C1c2ccccc2C(=O)c2ccccc21.O=C1c2ccccc2C(=O)c2ccccc21", "elements": ["C", "C", "O", "C", "C", "C", "C", "C", "C", "C", "O", "C", "C", "C", "C", "C", "O", "C", "O", "H", "H", "H", "H", "H", "H", "H", "H", "H", "H", "H", "H", "H", "H", "O", "C", "C", "C", "C", "C", "C", "C", "C", "O", "C", "C", "C", "C", "C", "C", "H", "H", "H", "H", "H", "H", "H", "H", "O", "C", "C", "C", "C", "C", "C", "C", "C", "O", "C", "C", "C", "C", "C", "C", "H", "H", "H", "H", "H", "H", "H", "H", "O", "C", "C", "C", "C", "C", "C", "C", "C", "O", "C", "C", "C", "C", "C", "C", "H", "H", "H", "H", "H", "H", "H", "H", "O", "C", "C", "C", "C", "C", "C", "C", "C", "O", "C", "C", "C", "C", "C", "C", "H", "H", "H", "H", "H", "H", "H", "H"], "positions_angstrom": [[9.9836, 0.2626, -1.1262], [9.1267, -0.0515, -2.4884], [9.9017, -0.8078, -3.5240], [9.0104, -1.8718, -4.0225], [9.2486, -3.4849, -3.6956], [8.2517, -4.6968, -4.1965], [6.9410, -4.2624, -5.1206], [6.7218, -2.6688, -5.4534], [7.7174, -1.4576, -4.9445], [7.3216, 0.1117, -5.3666], [8.2343, 1.0688, -5.6111], [5.6757, 0.4069, -5.4082], [4.7614, -0.7097, -5.8794], [3.1252, -0.4424, -5.8769], [2.8114, -0.4332, -4.1213], [2.2664, -1.9582, -3.4956], [3.7652, -1.3237, -3.2607], [5.3909, -2.1877, -6.3451], [4.8973, -2.9323, -7.3382], [9.5158, 1.2138, -0.6141], [11.1133, 0.4420, -1.4462], [9.8856, -0.6423, -0.3910], [8.1538, -0.6379, -2.1575], [8.7653, 0.9391, -3.0431], [10.2064, -3.7635, -3.0599], [8.3811, -5.8386, -3.9542], [6.1653, -5.0549, -5.4947], [5.2775, 1.4454, -5.0402], [2.8157, 0.6171, -6.2649], [2.4995, -1.3322, -6.3087], [2.3167, 0.6081, -3.6265], [2.6023, -2.9422, -4.0327], [2.2036, -2.0777, -2.3117], [-3.8661, 5.3178, -7.6801], [-2.9675, 4.5877, -7.2804], [-1.9443, 4.0791, -8.2166], [-1.9921, 4.4527, -9.5659], [-1.0062, 4.0088, -10.4483], [0.0280, 3.1943, -9.9878], [0.0676, 2.8066, -8.6475], [-0.9240, 3.2448, -7.7614], [-0.8841, 2.8151, -6.3495], [-0.0190, 2.0381, -5.9620], [-1.8949, 3.3390, -5.4097], [-1.8446, 2.9661, -4.0600], [-2.7754, 3.4828, -3.1576], [-3.7561, 4.3710, -3.5983], [-3.8169, 4.7326, -4.9459], [-2.8872, 4.2111, -5.8550], [-2.7932, 5.0928, -9.9314], [-1.0422, 4.3034, -11.4948], [0.8034, 2.8586, -10.6728], [0.8751, 2.1663, -8.2963], [-1.0788, 2.2770, -3.7077], [-2.7323, 3.1953, -2.1093], [-4.4758, 4.7812, -2.8932], [-4.5877, 5.4241, -5.2824], [-4.2023, 3.5003, 1.1933], [-3.6505, 3.2448, 2.2566], [-4.1325, 2.1333, 3.1017], [-5.2149, 1.3545, 2.6722], [-5.6505, 0.2779, 3.4460], [-5.0083, -0.0247, 4.6464], [-3.9410, 0.7608, 5.0847], [-3.5062, 1.8458, 4.3139], [-2.3881, 2.6819, 4.7941], [-1.8738, 2.4627, 5.8848], [-1.8935, 3.7802, 3.9406], [-0.8095, 4.5569, 4.3705], [-0.3134, 5.5756, 3.5555], [-0.8959, 5.8208, 2.3124], [-1.9856, 5.0573, 1.8883], [-2.4892, 4.0378, 2.7068], [-5.7175, 1.5814, 1.7336], [-6.4883, -0.3287, 3.1089], [-5.3397, -0.8716, 5.2433], [-3.4478, 0.5217, 6.0254], [-0.3465, 4.3681, 5.3377], [0.5308, 6.1749, 3.8893], [-0.5032, 6.6085, 1.6730], [-2.4366, 5.2573, 0.9176], [-0.7981, -0.5425, 9.9271], [-1.1534, 0.3205, 10.7202], [-1.8316, 1.5427, 10.2422], [-2.0879, 1.7036, 8.8743], [-2.7638, 2.8368, 8.4196], [-3.1859, 3.8091, 9.3259], [-2.9160, 3.6590, 10.6871], [-2.2320, 2.5265, 11.1455], [-1.9352, 2.3849, 12.5848], [-2.2384, 3.2749, 13.3710], [-1.2752, 1.1548, 13.0651], [-1.0215, 0.9943, 14.4338], [-0.4286, -0.1795, 14.9011], [-0.0888, -1.1939, 14.0065], [-0.3276, -1.0299, 12.6403], [-0.9175, 0.1498, 12.1677], [-1.7662, 0.9462, 8.1617], [-2.9660, 2.9581, 7.3576], [-3.7239, 4.6861, 8.9729], [-3.2441, 4.4246, 11.3882], [-1.2885, 1.7799, 15.1387], [-0.2361, -0.3040, 15.9646], [0.3646, -2.1129, 14.3719], [-0.0564, -1.8254, 11.9481], [-1.8711, -3.8932, -1.4447], [-2.1468, -4.9313, -2.0334], [-2.7478, -6.0674, -1.3054], [-3.0227, -5.9468, 0.0631], [-3.6271, -7.0012, 0.7491], [-3.9594, -8.1751, 0.0733], [-3.6703, -8.3038, -1.2862], [-3.0576, -7.2503, -1.9755], [-2.7393, -7.4022, -3.4092], [-2.9614, -8.4612, -3.9849], [-2.1570, -6.2602, -4.1413], [-1.8846, -6.3816, -5.5104], [-1.3656, -5.2964, -6.2181], [-1.1182, -4.0902, -5.5634], [-1.3754, -3.9716, -4.1958], [-1.8912, -5.0611, -3.4818], [-2.7712, -5.0315, 0.5959], [-3.8440, -6.9043, 1.8106], [-4.4420, -8.9920, 0.6051], [-3.9278, -9.2252, -1.8061], [-2.0798, -7.3186, -6.0293], [-1.1585, -5.3913, -7.2818], [-0.7226, -3.2413, -6.1170], [-1.1764, -3.0273, -3.6916]], "atomic_forces_ev_per_a": [[0.016, -0.153, -0.962], [-1.183, 1.267, 0.670], [-3.287, -2.848, 0.423], [-2.149, -1.832, -1.822], [-2.202, 0.444, -1.417], [-1.376, 4.838, -1.551], [2.806, 3.238, 1.571], [1.482, -0.627, 1.211], [0.413, -3.104, 0.721], [2.620, 2.942, -0.526], [-5.774, -6.020, 1.682], [-0.950, -4.090, -1.431], [2.036, 2.933, 0.776], [0.960, -0.441, 2.818], [-0.468, -3.368, 1.357], [5.310, 1.574, 1.717], [-3.378, 2.584, -3.192], [-0.870, -2.320, -2.707], [2.688, 4.607, 6.226], [1.070, -1.881, -1.071], [-2.446, -0.292, 0.936], [0.391, 1.730, -1.437], [2.053, 1.054, -0.889], [0.929, -2.037, 1.395], [-2.270, 0.717, -1.461], [0.015, 2.694, -0.384], [1.703, 1.825, 0.747], [0.895, -2.207, -0.998], [0.692, -2.231, 0.594], [1.438, 1.911, 0.640], [1.654, -3.190, -1.306], [-1.473, 2.011, 0.532], [-1.449, 0.285, -2.877], [0.550, -0.443, 0.238], [-1.097, 0.887, -0.482], [0.242, -0.026, -0.602], [0.231, -0.098, -0.178], [-0.192, 0.057, 0.309], [-0.079, -0.054, 0.363], [-0.001, 0.088, -0.331], [0.253, 0.006, -0.566], [0.951, -0.848, 0.442], [-0.379, 0.378, -0.185], [-0.201, -0.004, 0.593], [-0.212, 0.146, 0.188], [0.209, -0.083, -0.280], [0.065, 0.035, -0.398], [0.015, -0.087, 0.322], [-0.235, 0.069, 0.622], [0.137, -0.142, 0.266], [-0.008, -0.047, 0.206], [-0.143, 0.048, 0.143], [-0.286, 0.150, 0.058], [-0.130, 0.167, -0.251], [-0.017, 0.045, -0.188], [0.130, -0.085, -0.143], [0.254, -0.206, -0.092], [0.325, -0.144, 0.560], [-0.659, 0.274, -1.226], [-0.433, -0.469, 0.060], [-0.057, -0.217, 0.170], [0.199, 0.275, -0.097], [0.238, 0.265, 0.021], [-0.244, -0.172, -0.069], [-0.339, -0.469, 0.101], [0.588, -0.278, 0.959], [0.038, -0.049, -1.168], [0.412, 0.473, -0.041], [0.108, 0.217, -0.181], [-0.202, -0.277, 0.124], [-0.296, -0.267, -0.010], [0.262, 0.172, 0.108], [0.443, 0.485, -0.142], [0.250, 0.071, 0.202], [0.163, 0.128, 0.048], [0.076, 0.174, -0.094], [-0.028, 0.180, -0.242], [-0.220, -0.095, -0.217], [-0.165, -0.130, -0.048], [-0.095, -0.156, 0.112], [-0.019, -0.169, 0.288], [-0.193, 0.450, 0.474], [0.379, -0.943, -1.003], [-0.225, 0.318, -0.512], [-0.178, 0.245, -0.058], [-0.169, -0.059, 0.362], [0.180, -0.232, 0.435], [-0.071, 0.101, -0.281], [-0.256, 0.318, -0.406], [-0.420, 1.142, 0.864], [0.193, -0.556, -0.432], [0.248, -0.368, 0.513], [0.127, -0.282, 0.102], [-0.151, 0.264, -0.228], [-0.105, 0.154, -0.367], [0.065, -0.052, 0.346], [0.217, -0.388, 0.539], [-0.003, 0.136, 0.264], [0.006, -0.067, 0.657], [0.096, -0.148, 0.081], [0.177, -0.283, -0.027], [-0.009, -0.100, -0.322], [-0.044, 0.042, -0.199], [-0.081, 0.170, -0.092], [-0.117, 0.317, 0.031], [-0.156, -0.592, -0.334], [0.327, 1.223, 0.701], [-0.225, -0.254, 0.545], [-0.149, -0.240, 0.146], [0.145, 0.212, -0.268], [0.130, 0.073, -0.358], [-0.081, 0.000, 0.328], [-0.250, -0.205, 0.549], [-0.287, -1.326, -0.730], [0.137, 0.675, 0.367], [0.222, 0.246, -0.562], [0.108, 0.254, -0.159], [-0.134, -0.220, 0.272], [-0.090, -0.077, 0.392], [0.073, -0.012, -0.333], [0.194, 0.271, -0.580], [-0.008, -0.151, -0.292], [0.051, 0.000, -0.201], [0.100, 0.141, -0.116], [0.152, 0.298, -0.020], [-0.022, 0.168, 0.290], [-0.044, 0.000, 0.206], [-0.071, -0.143, 0.127], [-0.087, -0.308, 0.034]]}

Entry 3:
{"formula": "C3H6LiO5Tl", "method": "ωB97M-V/def2-TZVPD", "total_charge": 1, "s_squared": 0.7583, "orbital_gap_ha": [0.3185, 0.0988], "homo_ev": [-12.69, -11.26], "multiplicity": 2, "elements": ["H", "C", "C", "O", "Li", "O", "H", "H", "H", "C", "O", "O", "H", "Tl", "O", "H"], "positions_angstrom": [[1.3954, 0.1570, -2.2473], [0.3005, 0.0438, -2.0858], [0.1055, -0.3400, -0.6250], [0.4318, 0.7402, 0.2278], [-0.9849, -2.3911, -3.1493], [-0.3071, -0.8516, -2.9259], [-0.1165, 1.0648, -2.2326], [0.6688, -1.2442, -0.3513], [-0.9403, -0.6710, -0.5136], [0.2481, 0.5340, 1.6308], [0.7714, -0.5443, 2.1619], [0.5965, 1.7398, 2.2337], [1.5543, 1.8228, 2.1789], [-0.8948, -1.4854, 2.6641], [-1.1774, 0.4082, 1.8248], [-1.6513, 1.0170, 1.2089]], "atomic_forces_ev_per_a": [[-0.287, -0.197, -0.179], [-0.062, 0.682, -0.382], [-0.292, -1.201, 0.359], [0.218, -0.332, 1.032], [0.137, 0.298, -0.286], [0.261, -0.349, 0.683], [0.163, -0.272, 0.116], [0.406, 0.247, -0.204], [-0.210, 0.484, 0.041], [0.169, 3.644, -2.130], [2.915, 0.142, -0.504], [-0.295, -1.084, -0.128], [0.212, 0.133, -0.016], [-2.403, -4.664, 2.380], [-1.247, 2.857, -1.410], [0.316, -0.389, 0.627]]}